This record from OMol25 describes a 9-piece molecular cluster, H18O9 overall. The level of theory is the ωB97M-V functional and the def2-TZVPD basis.

The total energy comes out at -18720.06610 eV. The value obtained for the maximum force is 0.0196 hartree/bohr. The calculation puts the energy relative to the best compared isomer or geometry (same formula, charge and spin) at 2.069 eV. For the HOMO energy, the calculation gives -11.10 eV. The LUMO energy comes out at -0.11 eV. The gap between HOMO and LUMO is 10.99 eV. The structure (SMILES) is O.O.O.O.O.O.O.O.O.

Last column: Mulliken charge in e.
Positions of all 27 atoms, in Å:
O (2.600, -1.418, 1.841)  -0.70
H (1.885, -1.817, 2.348)  0.31
H (2.214, -1.242, 0.948)  0.38
O (1.609, -1.613, -0.713)  -0.70
H (1.483, -2.553, -0.892)  0.36
H (0.735, -1.295, -0.382)  0.32
O (1.641, 1.408, 1.221)  -0.61
H (2.164, 0.712, 1.659)  0.35
H (1.559, 2.108, 1.879)  0.27
O (-0.439, -0.022, 0.224)  -0.67
H (0.250, 0.660, 0.113)  0.26
H (-0.925, -0.033, -0.622)  0.48
O (3.403, 2.097, -0.775)  -0.62
H (3.327, 1.858, -1.705)  0.30
H (2.497, 2.038, -0.415)  0.33
O (-4.010, 0.661, -1.202)  -0.61
H (-3.983, -0.261, -0.925)  0.31
H (-3.397, 0.707, -1.943)  0.29
O (-2.027, 1.798, 2.430)  -0.63
H (-1.729, 1.153, 1.775)  0.35
H (-2.093, 1.301, 3.252)  0.31
O (-1.115, 0.365, -2.604)  -0.62
H (-0.183, 0.614, -2.627)  0.26
H (-1.430, 0.519, -3.502)  0.30
O (-1.298, -2.742, -0.150)  -0.63
H (-1.950, -2.982, 0.518)  0.31
H (-0.788, -2.020, 0.250)  0.31

This record from OMol25 describes a 2-piece molecular cluster, C3H5F2N overall. The level of theory is the ωB97M-V functional and the def2-TZVPD basis.

The total energy comes out at -10113.74993 eV. The value obtained for the maximum force is 0.0946 hartree/bohr. The calculation puts the energy relative to the best compared isomer or geometry (same formula, charge and spin) at 2.583 eV. For the HOMO energy, the calculation gives -8.77 eV. The LUMO energy comes out at 0.75 eV. The gap between HOMO and LUMO is 9.52 eV.

Last column: Mulliken charge in e.
Positions of all 11 atoms, in Å:
C (0.925, -0.233, 0.880)  -0.89
C (1.882, -0.626, -0.002)  0.18
C (-1.744, 0.331, 0.383)  -0.03
N (-1.746, 0.162, -0.931)  -0.27
F (2.606, 0.164, -0.695)  -0.22
F (-1.980, 1.639, 0.793)  -0.20
H (0.977, 0.818, 1.291)  0.26
H (0.350, -0.907, 1.502)  0.36
H (2.167, -1.665, -0.168)  0.30
H (-1.838, 1.040, -1.565)  0.25
H (-1.597, -0.724, -1.485)  0.26